Here is a gas-phase ion, C2H5N4 (charge +1) in a non-equilibrium geometry from the Open Molecules 2025 dataset. Energies are from the ωB97M-V functional and the def2-TZVPD basis.

## Properties
Total charge: +1
Structure (SMILES): [H]/N=C(/C#[NH+])NN
Lowest unoccupied orbital energy (eV): -5.25
Strongest force on any atom (Eh/bohr): 0.0931
Gap between HOMO and LUMO (eV): 8.91
Molecular weight (g/mol): 85.090
Energy (hartree): -297.83075

Atoms and positions in Å:
C  -0.019  0.603  0.060
C  -0.815  1.801  -0.285
N  1.100  1.054  0.215
N  -0.993  2.928  -0.466
N  -0.520  -0.588  -0.097
N  0.303  -1.716  -0.190
H  -0.761  3.827  -0.639
H  -1.441  -0.617  -0.541
H  0.058  -2.209  0.647
H  1.846  1.060  0.893
H  1.322  -1.554  -0.108